C3H2ClNO6S | wB97M-V/def2-TZVPD

```
! RIJCOSX wB97M-V def2-TZVPD def2/J DEFGRID3
* xyz -2 1
C -1.643 0.338 0.262
C -1.419 -2.598 1.215
C -1.915 -0.910 -0.289
N -0.258 0.551 0.545
O -1.396 -2.047 2.241
O 0.437 -1.385 -1.019
O -2.420 1.238 0.642
O -1.342 -3.500 0.489
O -0.721 -0.199 -2.576
O -1.296 -2.508 -2.332
S -0.827 -1.335 -1.673
Cl -3.543 -1.099 -0.936
H 0.229 -0.135 0.054
H 0.110 1.467 0.508
*
```

Results
Highest occupied orbital energy ... -0.17 eV
Energy relative to the best compared isomer or geometry (same formula, charge and spin) ... 14.5 kcal/mol
E_LUMO ... 0.2277 hartree


C3H2ClNS2 | wB97M-V/def2-TZVPD

```
! RIJCOSX wB97M-V def2-TZVPD def2/J DEFGRID3
* xyz 0 1
C 1.051 -0.663 0.708
C 2.375 -0.748 0.017
C -0.071 -0.121 0.194
N 3.387 -1.382 0.490
S 0.969 -1.451 2.302
S 3.703 -2.115 1.869
Cl 2.624 -0.050 -1.543
H -0.848 0.019 0.842
H -0.145 0.095 -0.867
*
```

Results
Highest occupied orbital energy (spin up / spin down) ... -8.55 / -8.46 eV
Energy relative to the best compared isomer or geometry (same formula, charge and spin) ... 31.9 kcal/mol
E_LUMO (spin up / spin down) ... -0.0776 / -0.0875 hartree


C3H2CoFO2 | wB97M-V/def2-TZVPD

```
! RIJCOSX wB97M-V def2-TZVPD def2/J DEFGRID3
* xyz 2 5
F -0.773 -2.046 -0.234
O 0.328 1.335 -0.675
O -1.754 0.095 -0.069
C 1.169 0.592 0.094
C 0.514 -0.660 0.330
C -0.736 -0.566 -0.358
H 2.172 0.491 -0.350
H 0.646 -1.170 1.283
Co -1.565 1.930 -0.021
*
```

Results
Highest occupied orbital energy (spin up / spin down) ... -21.16 / -21.73 eV
Energy relative to the best compared isomer or geometry (same formula, charge and spin) ... 95.7 kcal/mol
E_LUMO (spin up / spin down) ... -0.4554 / -0.4851 hartree


C3H2CoO3 | wB97M-V/def2-TZVPD

```
! RIJCOSX wB97M-V def2-TZVPD def2/J DEFGRID3
* xyz 1 5
O -1.070 1.392 0.241
C 2.277 -0.413 0.294
C -1.385 0.095 0.199
O 2.420 0.784 0.328
O 0.715 -0.411 -0.693
C -0.505 -0.849 -0.202
Co 0.658 1.515 -0.451
H -2.393 -0.197 0.521
H -0.717 -1.918 -0.238
*
```

Results
Highest occupied orbital energy (spin up / spin down) ... -14.60 / -15.85 eV
Energy relative to the best compared isomer or geometry (same formula, charge and spin) ... 28.1 kcal/mol
E_LUMO (spin up / spin down) ... -0.2029 / -0.2765 hartree


C3H2CrO3 | wB97M-V/def2-TZVPD

```
! RIJCOSX wB97M-V def2-TZVPD def2/J DEFGRID3
* xyz 1 6
O 1.093 -0.378 1.203
C 0.046 0.280 1.491
C 1.723 -0.340 -0.076
O -1.008 0.590 0.974
O -0.162 -0.435 -1.530
C 1.084 -0.174 -1.245
Cr -1.747 -0.202 -0.662
H 2.802 -0.390 0.028
H 1.723 0.151 -2.079
*
```

Results
Highest occupied orbital energy (spin up / spin down) ... -13.25 / -13.47 eV
Energy relative to the best compared isomer or geometry (same formula, charge and spin) ... 52.6 kcal/mol
E_LUMO (spin up / spin down) ... -0.2089 / -0.2178 hartree


C3H2CsMgO3 | wB97M-V/def2-TZVPD

```
! RIJCOSX wB97M-V def2-TZVPD def2/J DEFGRID3
* xyz 2 2
C -0.837 1.228 0.598
C -1.896 1.413 -0.234
O -2.778 1.594 -0.939
H -0.136 2.070 0.613
H -1.118 0.913 1.609
O 0.385 -1.130 -0.957
C 0.743 -0.597 0.043
O 1.605 -0.654 0.860
Mg 3.087 -0.598 2.465
Cs 0.946 -4.240 -4.057
*
```

Results
Highest occupied orbital energy (spin up / spin down) ... -14.39 / -15.93 eV
Energy relative to the best compared isomer or geometry (same formula, charge and spin) ... 0.0 kcal/mol
E_LUMO (spin up / spin down) ... -0.2548 / -0.2737 hartree